Model i:
Density functional theory data (ωB97M-V with the def2-TZVPD basis set) for 2 unconnected molecules or ions with the total composition C10H13OP.

Atoms and positions in Å:
C -3.681 -0.409 0.269
C -2.884 -0.965 -0.690
C -3.209 0.255 1.361
C -1.512 -0.815 -0.670
C -1.847 0.434 1.450
C -1.009 -0.018 0.363
C 0.754 2.982 -1.275
C 2.021 2.289 -1.623
C 0.877 1.427 -1.331
C 0.086 -2.070 3.218
O 0.920 1.618 1.460
P 0.681 0.643 0.323
H -4.845 -0.619 0.237
H -3.295 -1.522 -1.479
H -3.786 0.739 2.255
H -0.887 -1.262 -1.314
H -1.241 0.955 2.213
H 0.772 3.286 -0.303
H 0.353 3.638 -1.959
H 2.309 2.322 -2.628
H 2.933 2.433 -0.999
H 0.357 0.986 -2.119
H -0.276 -3.095 3.165
H -0.412 -1.436 2.540
H 0.976 -1.723 3.654

Values from the calculation:
Multiplicity: 1
HOMO energy (spin up / spin down) (eV): -6.3 / -6.1

=====

Model ii:
Density functional theory data (ωB97M-V with the def2-TZVPD basis set) for a molecular structure, C10H13OP.

Atoms and positions in Å:
C -2.809 1.354 0.135
C -1.743 2.292 0.260
C -2.586 -0.063 -0.036
C -0.343 1.967 0.239
C -1.397 -0.697 0.011
C 0.049 0.700 0.040
C -0.897 -2.019 0.124
C -1.979 -3.082 -0.170
C 2.874 1.364 0.289
C 1.968 -0.844 -1.215
O 0.211 -2.289 0.540
P 1.633 -0.073 0.457
H -3.917 1.691 0.330
H -1.990 3.392 0.055
H -3.522 -0.633 0.007
H 0.329 2.824 0.162
H -2.950 -2.623 -0.452
H -2.091 -3.707 0.761
H -1.662 -3.830 -0.978
H 3.788 0.839 -0.148
H 3.197 1.687 1.300
H 2.608 2.258 -0.374
H 2.110 -0.278 -2.191
H 1.215 -1.634 -1.607
H 2.910 -1.444 -1.243

Values from the calculation:
Multiplicity: 1
HOMO energy (spin up / spin down) (eV): -8.0 / -8.0

=====

Model iii:
Density functional theory data (ωB97M-V with the def2-TZVPD basis set) for 2 unconnected molecules or ions with the total composition C10H13OP.

Atoms and positions in Å:
C 3.221 -1.421 -0.548
C 3.006 -0.764 0.702
C 2.124 -1.612 -1.367
C 1.694 -0.404 1.081
C 0.916 -1.098 -1.039
C 0.687 -0.455 0.128
C -3.403 -0.879 -0.648
C -2.041 -0.998 -0.127
C -0.864 1.529 -1.254
C -1.046 2.249 2.467
O -4.160 -1.810 -0.669
P -0.997 0.355 0.207
H 4.292 -1.702 -0.795
H 3.871 -0.479 1.266
H 2.175 -2.245 -2.342
H 1.523 0.109 2.003
H 0.002 -1.266 -1.669
H -3.666 0.203 -1.079
H -1.747 -1.842 0.477
H -1.190 1.097 -2.305
H -1.488 2.487 -1.085
H 0.161 1.936 -1.457
H -0.564 1.527 3.137
H -0.508 2.946 2.029
H -1.999 2.537 2.885

Values from the calculation:
Multiplicity: 1
HOMO energy (spin up / spin down) (eV): -8.0 / -8.1

=====

Which of them is most stable? Easy: model ii.

=====

Model i:
Density functional theory data (ωB97M-V with the def2-TZVPD basis set) for a single C6H8N2S molecule.

Atoms and positions in Å:
C 1.412 0.280 1.248
C -0.409 1.465 0.020
C -1.564 1.332 0.613
C -0.766 -1.126 0.836
C 0.751 0.604 0.100
C 1.386 0.219 -1.268
N 1.749 -0.112 2.297
N -0.976 -1.940 -0.207
S -2.170 -0.149 1.239
H -0.121 2.434 -0.377
H -2.399 2.103 0.447
H -0.030 -1.517 1.546
H 0.901 -0.770 -1.601
H 2.405 0.035 -1.300
H 1.276 0.993 -2.092
H -0.030 -2.390 -0.560
H -1.416 -1.463 -0.939

Values from the calculation:
Multiplicity: 1
HOMO energy (spin up / spin down) (eV): -7.6 / -7.6

=====

Model ii:
Density functional theory data (ωB97M-V with the def2-TZVPD basis set) for a single C6H8N2S molecule.

Atoms and positions in Å:
C 2.027 0.052 1.117
C 2.075 1.972 2.580
C -1.799 -0.657 0.611
C 1.073 -0.400 -2.376
C 1.752 0.642 2.282
C -0.714 -0.154 -0.358
N 2.150 -0.650 0.169
N 2.598 2.926 2.938
S 0.539 -1.169 -0.799
H -2.723 -0.539 0.019
H -1.453 -1.686 0.727
H -1.811 0.044 1.500
H 0.584 -0.560 -3.283
H 2.182 -0.609 -2.473
H 1.051 0.571 -2.048
H 1.011 0.126 2.935
H -0.876 0.628 -1.064

Values from the calculation:
Multiplicity: 1
HOMO energy (eV): -8.0

=====

Which of them is most stable? Easy: model i.

=====

Model i:
Density functional theory data (ωB97M-V with the def2-TZVPD basis set) for 2 unconnected molecules or ions with the total composition C7H16O3.

Atoms and positions in Å:
C 0.108 -0.256 2.613
C -0.171 -0.204 -1.709
C -0.439 1.133 2.783
C 1.596 -0.378 2.455
C -0.053 1.291 -1.409
C 0.802 -0.621 -2.810
C -1.609 -0.582 -2.066
O -0.504 -0.660 0.568
O 0.277 -0.982 -0.577
O -0.613 -1.272 2.806
H -0.735 -1.476 1.291
H -1.519 1.130 2.648
H 0.013 1.814 2.063
H -0.197 1.483 3.788
H 2.088 0.084 3.313
H 1.886 -1.423 2.387
H 1.927 0.132 1.552
H -1.935 -0.033 -2.948
H -0.346 1.877 -2.279
H -0.709 1.560 -0.582
H 0.971 1.538 -1.130
H 0.733 -1.693 -2.992
H 0.561 -0.094 -3.731
H 1.824 -0.376 -2.524
H -2.277 -0.343 -1.240
H -1.678 -1.650 -2.271

Values from the calculation:
SMILES string: CC(C)(C)OO.CC(C)=O
Multiplicity: 1
HOMO energy (eV): -9.4

=====

Model ii:
Density functional theory data (ωB97M-V with the def2-TZVPD basis set) for 3 unconnected molecules or ions with the total composition C7H16O3.

Atoms and positions in Å:
C -1.015 -0.967 -0.810
C 0.295 0.955 0.476
C 0.753 -0.386 0.393
C -2.454 -0.606 -0.550
C 2.156 1.144 1.328
C -0.626 1.397 1.577
C 1.786 -0.905 -0.572
O -0.859 -2.362 -0.899
O -0.618 -0.372 -2.067
O 0.204 1.725 -0.625
H -1.158 -0.738 -2.791
H -1.620 -2.764 -1.358
H 0.113 1.136 -1.417
H 0.593 -0.980 1.285
H -3.118 -1.053 -1.319
H -2.622 0.471 -0.611
H -2.781 -0.979 0.422
H -0.486 0.808 2.482
H 2.895 0.389 1.586
H 1.883 1.663 2.243
H 2.641 1.812 0.620
H -1.662 1.320 1.244
H -0.453 2.452 1.798
H 2.008 -0.188 -1.363
H 2.708 -1.146 -0.037
H 1.436 -1.827 -1.036

Values from the calculation:
Multiplicity: 1
HOMO energy (eV): -7.1

=====

Model iii:
Density functional theory data (ωB97M-V with the def2-TZVPD basis set) for a single C7H16O3 molecule.

Atoms and positions in Å:
C -0.241 0.656 -1.356
C 0.405 -0.207 1.073
C -0.416 -0.550 -0.163
C -0.352 2.121 -0.974
C 0.368 -1.600 1.969
C -0.198 0.881 1.963
C -0.054 -1.873 -0.860
O -1.186 0.360 -2.373
O 1.052 0.480 -1.931
O 1.746 0.111 0.805
H 0.890 0.371 -2.886
H -1.565 1.188 -2.718
H 1.906 0.047 -0.162
H -1.481 -0.570 0.090
H -0.339 2.756 -1.874
H 0.507 2.456 -0.386
H -1.288 2.327 -0.448
H -1.280 0.765 2.063
H 0.660 -2.550 1.516
H -0.607 -1.732 2.444
H 1.117 -1.514 2.764
H 0.027 1.885 1.600
H 0.244 0.847 2.965
H 1.028 -1.997 -0.958
H -0.453 -2.727 -0.303
H -0.490 -1.930 -1.861

Values from the calculation:
SMILES string: C[C@@H](C(C)(C)O)C(C)(O)O
Multiplicity: 1
HOMO energy (eV): -9.5

=====

Which of them is most stable? Easy: model iii.

=====

Model i:
Density functional theory data (ωB97M-V with the def2-TZVPD basis set) for 2 unconnected molecules or ions with the total composition CH2ClNO2.

Atoms and positions in Å:
C 0.183 0.445 -0.223
N 2.940 -0.456 -0.149
O 3.325 -1.502 0.364
O 3.515 0.532 -0.476
Cl 0.578 1.988 0.231
H 0.567 0.228 -1.210
H -0.218 -0.275 0.488

Values from the calculation:
Multiplicity: 1
HOMO energy (spin up / spin down) (eV): -10.7 / -8.5

=====

Model ii:
Density functional theory data (ωB97M-V with the def2-TZVPD basis set) for 2 unconnected molecules or ions with the total composition CH2ClNO2.

Atoms and positions in Å:
C 0.008 -0.013 -0.611
N -0.134 0.402 0.766
O 0.824 0.974 1.238
O -1.165 0.151 1.337
Cl -1.406 -0.443 -1.434
H 0.781 0.509 -1.156
H 1.092 -1.580 -0.141

Values from the calculation:
Multiplicity: 1
HOMO energy (spin up / spin down) (eV): -10.5 / -10.7

=====

Which of them is most stable? Easy: model i.